Entry from the Open Molecules 2025 dataset: a structure of composition C33H57CuN3O5Si in a non-equilibrium geometry (ωB97M-V with the def2-TZVPD basis set).

Geometry (Å):
O  1.20064  1.26324  0.48057
O  1.80469  -0.96853  -4.14293
C  1.37585  2.55992  -0.16885
C  2.10276  3.61116  0.63945
H  0.35499  2.87911  -0.39798
H  1.92126  2.36710  -1.10229
H  1.60460  3.82113  1.59114
H  2.09713  4.54115  0.06053
H  3.15588  3.36597  0.82279
C  2.42114  0.72474  1.05604
C  3.44474  0.36514  0.00725
H  2.10861  -0.15998  1.62805
H  2.81408  1.47115  1.76209
H  3.06281  -0.44060  -0.62870
H  4.34509  0.00569  0.51263
H  3.71201  1.22917  -0.60865
C  1.62601  -2.35399  -4.47868
C  2.70101  -0.23196  -4.98738
C  2.41150  -3.28880  -3.57623
H  1.91133  -2.54597  -5.52869
H  0.54632  -2.52157  -4.35225
H  3.49073  -3.12720  -3.67703
H  2.19701  -4.31631  -3.87922
H  2.12477  -3.17315  -2.52535
C  4.11021  -0.79141  -5.09501
H  2.71743  0.76689  -4.53536
H  2.27220  -0.16154  -6.00202
H  4.59351  -0.89461  -4.11774
H  4.70215  -0.09004  -5.68727
H  4.13384  -1.75611  -5.61384
H  -0.63339  -0.12584  -3.35567
N  -0.16264  0.88027  3.63831
C  -0.92209  0.19352  4.54322
C  -1.85990  -0.72782  4.16453
C  -2.19637  -1.33156  2.93301
C  -0.67972  0.51951  5.96407
H  -0.34137  1.55789  6.07234
H  0.11404  -0.11512  6.37553
H  -1.56161  0.36287  6.59274
C  -3.25201  -2.40119  2.98831
H  -2.92926  -3.35200  2.54487
H  -4.16021  -2.07468  2.46891
H  -3.51436  -2.58532  4.03202
N  -1.68340  -0.99165  1.75791
C  1.04671  1.53498  4.05225
C  1.09204  2.93506  4.10095
C  -0.04090  3.83827  3.75399
C  2.29502  3.54826  4.48450
H  2.32168  4.64554  4.55727
C  3.42203  2.78429  4.78453
H  4.35341  3.26996  5.10158
C  3.35494  1.38926  4.71819
H  4.22773  0.76616  4.93728
C  2.16552  0.74218  4.37294
C  2.13892  -0.75243  4.25333
C  -1.77386  -1.84702  0.63231
C  -2.88315  -1.77175  -0.24196
C  -3.94806  -0.73223  -0.05771
C  -2.97100  -2.70245  -1.27078
H  -3.83083  -2.65200  -1.93974
C  -1.97174  -3.66059  -1.45934
H  -2.04435  -4.35872  -2.29228
C  -0.88911  -3.73584  -0.58366
H  -0.10568  -4.48369  -0.70497
C  -0.78599  -2.84863  0.47939
C  0.35776  -2.92702  1.44152
Cu  -0.54186  0.30186  1.01424
H  0.22827  4.49553  2.91488
H  -0.24047  4.49080  4.61408
H  -0.96061  3.29979  3.52431
H  1.31000  -1.11517  3.63753
H  2.06259  -1.23640  5.23525
H  3.06718  -1.12939  3.80138
H  -4.54413  -0.66482  -0.97638
H  -3.53970  0.26513  0.15645
H  -4.63801  -0.98737  0.76015
H  0.02757  -2.97319  2.49092
H  1.02830  -2.05696  1.35114
H  0.94317  -3.82762  1.22757
H  -2.37600  -1.15091  5.02223
C  -1.71339  -0.30349  -3.52105
Si  -2.41989  0.52391  -5.06646
H  -1.83110  -1.39252  -3.60740
H  -2.27580  0.00712  -2.62760
C  -1.52100  2.14456  -5.41337
C  -4.26300  0.89460  -4.87913
C  -2.22655  -0.62681  -6.55224
H  -2.74998  -0.22633  -7.43301
H  -2.64770  -1.61869  -6.33339
H  -1.16873  -0.75987  -6.81992
H  -1.76508  2.89498  -4.64777
H  -1.80849  2.55634  -6.39198
H  -0.43142  2.00041  -5.41358
H  -4.48317  1.37673  -3.91655
H  -4.86019  -0.02646  -4.94081
H  -4.60995  1.56931  -5.67611
O  -3.66208  1.99425  4.01130
N  -2.98994  1.96184  5.06576
O  -2.44906  2.98632  5.52689
O  -0.76291  1.39225  2.56787

Force components x, y, z for each atom (eV/Å):
O 0.3 0.2 0.0
O 0.5 -0.2 -0.3
C -0.1 -0.6 -0.2
C 0.0 0.2 0.2
H 0.2 0.0 0.0
H -0.3 0.1 0.0
H 0.2 -0.2 -0.2
H 0.0 -0.1 0.0
H -0.2 0.0 0.0
C -0.3 0.3 0.2
C -0.1 -0.2 0.0
H 0.1 0.3 -0.2
H -0.1 -0.3 -0.1
H 0.1 0.2 -0.1
H 0.0 0.0 -0.1
H 0.0 -0.2 0.1
C -0.1 0.5 0.0
C -0.4 -0.3 0.2
C 0.1 0.0 0.0
H -0.3 0.2 0.2
H 0.3 -0.2 -0.2
H -0.2 0.0 0.1
H 0.0 0.0 0.1
H 0.0 0.1 -0.2
C 0.1 0.0 0.0
H 0.0 -0.1 -0.2
H 0.0 0.1 0.2
H -0.1 0.0 -0.1
H 0.0 -0.1 0.0
H 0.0 0.1 0.1
H -0.5 0.1 -0.2
N -0.3 1.4 -0.6
C -0.7 -0.3 -0.4
C 0.0 0.0 0.9
C 0.2 0.6 -1.4
C 0.7 -0.2 1.1
H -0.4 -0.3 0.0
H 0.1 0.0 0.0
H 0.1 0.1 -0.5
C 0.0 -0.5 0.3
H 0.0 0.3 0.0
H 0.3 0.0 0.1
H 0.0 0.0 -0.2
N -0.2 -0.5 0.5
C 0.5 0.1 -0.1
C 0.7 0.1 -0.1
C -0.6 0.3 0.2
C 0.2 -0.3 0.1
H 0.0 -0.6 -0.1
C 0.0 0.0 0.2
H -0.4 -0.2 -0.2
C -0.1 0.0 0.1
H -0.2 0.3 0.0
C 0.0 0.6 -0.3
C 0.1 -0.5 0.0
C -1.0 -1.3 -0.1
C 0.6 -0.1 0.3
C -0.3 0.2 -0.1
C 0.4 -0.2 -0.1
H 0.2 -0.1 0.1
C -0.2 0.0 0.0
H 0.0 0.1 0.2
C -0.2 0.2 -0.2
H -0.2 0.1 -0.1
C -0.5 0.5 -0.1
C 0.3 -0.2 0.3
Cu 1.0 0.4 -0.1
H -0.1 -0.2 0.1
H -0.1 -0.2 -0.2
H 0.1 0.3 0.1
H 0.1 0.1 0.2
H -0.1 0.1 -0.1
H -0.1 0.2 0.1
H 0.1 0.0 0.2
H -0.1 -0.3 0.1
H 0.2 0.2 -0.2
H 0.1 0.0 -0.3
H -0.2 -0.2 0.0
H 0.0 0.2 0.1
H -0.1 0.2 -0.2
C 0.1 -0.1 0.0
Si 0.1 0.1 -0.2
H 0.0 0.2 0.1
H 0.2 0.0 -0.1
C 0.0 0.0 0.0
C 0.0 -0.1 0.1
C 0.1 0.0 0.0
H 0.1 -0.1 0.2
H 0.1 0.2 -0.1
H -0.2 0.0 0.1
H 0.1 -0.1 -0.2
H 0.0 -0.1 0.2
H -0.2 0.0 0.0
H 0.0 -0.1 -0.2
H 0.1 0.2 0.0
H 0.1 -0.2 0.2
O 0.5 0.9 0.5
N -0.1 -1.1 0.1
O -0.5 0.3 -0.8
O 0.5 -0.2 1.1

Output
E_LUMO (alpha / beta) = -0.108 / -1.487 eV
electronic energy = -3761.8553 a.u.
relative energy (zero: lowest compared OMol25 entry of this formula, charge and spin) = 11.0 kcal per mole
HOMO-LUMO gap (alpha / beta) = 5.6663 / 4.3155 eV
2S+1 = 2